Record 1
Molecular formula: C22H35F10N7O4
Method: DFT, wB97M-V/def2-TZVPD

Charge: +1
Kohn-Sham gap (spin up / spin down) (Eh): 0.261 / 0.308
2S+1: 2
Expectation value of S²: 0.7541

Geometry as XYZ:
```
78
Properties=species:S:1:pos:R:3:forces:R:3:mulliken_spin:R:1
N -1.2642 -4.0755 4.1548 0.02 -0.09 -0.08 0.00
C -1.2929 -3.3305 2.9189 -0.11 -0.12 -0.13 0.00
C -2.3940 -2.2590 2.8207 0.11 0.15 0.18 0.00
O -3.6482 -2.8807 2.5357 -0.02 0.17 -0.12 0.00
C -2.0694 -1.1681 1.7731 -0.24 -0.38 -0.60 0.00
N -2.2348 0.2303 2.1820 -0.43 -0.03 0.51 0.00
C -1.4160 1.2606 2.4563 0.39 0.35 0.14 0.00
N -0.0442 1.2927 2.5901 0.29 0.10 -0.67 0.00
C 0.5007 2.6777 2.7525 -0.11 -0.19 0.17 0.00
O 1.7878 2.7883 2.2150 0.24 -0.17 -0.20 0.00
C 1.8771 3.6280 1.1435 -0.08 -0.03 -0.03 0.00
F 3.1250 3.6489 0.7374 0.02 -0.08 -0.01 0.00
F 1.0803 3.2252 0.1444 0.02 -0.09 -0.12 0.00
F 1.4920 4.8652 1.4679 0.04 0.06 0.03 0.00
C 0.6848 0.0730 2.7722 -0.48 0.21 0.28 0.00
F 0.6764 -0.6898 1.6516 0.39 0.14 -0.11 0.00
F -0.0272 -0.6374 3.6874 -0.04 -0.20 0.21 0.00
C 2.1670 0.0978 3.2939 -0.13 -0.09 -0.27 0.00
F 2.2881 -1.0177 4.0151 0.09 -0.24 0.27 0.00
F 2.3232 1.1321 4.1174 0.20 0.28 0.11 0.00
C 3.3015 0.0161 2.1807 -0.42 -0.10 0.02 0.00
F 2.8446 0.3088 0.9670 -0.03 0.64 -0.07 0.00
F 3.7399 -1.2275 2.1267 0.24 -0.36 0.08 0.00
F 4.2960 0.8180 2.4954 0.13 0.29 0.08 0.00
N -2.0936 2.4056 2.6161 0.05 -0.37 0.10 0.00
C -3.3643 2.0608 2.4820 -0.32 0.84 0.33 0.00
N -4.4403 2.8976 2.6342 0.30 0.31 -0.20 0.00
N -3.5155 0.7731 2.2802 0.18 -0.82 -0.68 0.00
C -4.7751 0.0229 2.2453 -0.37 -0.03 0.45 0.00
C -5.4116 0.0133 3.6385 -0.08 -0.38 -0.21 0.00
C -5.8281 -1.2584 4.2692 0.67 0.73 0.00 0.00
O -4.5990 -0.5713 4.6484 -0.57 -0.05 -0.37 0.00
H -2.1506 -4.5148 4.3641 0.02 0.04 0.03 0.00
H -0.9594 -3.5226 4.9440 -0.07 0.03 -0.01 0.00
H -0.3069 -2.8988 2.7423 -0.06 0.02 0.07 0.00
H -1.4697 -4.0440 2.1008 0.12 0.10 0.02 0.00
H -2.5313 -1.7880 3.7971 0.03 -0.02 -0.07 0.00
H -3.5733 -3.3492 1.6925 0.03 -0.13 0.19 0.00
H -2.7216 -1.2996 0.9023 0.04 0.05 0.10 0.00
H -1.0654 -1.2772 1.3861 -0.23 0.06 0.09 0.00
H 0.5409 2.9367 3.8088 0.04 -0.08 -0.04 0.00
H -0.1911 3.3320 2.2340 0.02 -0.01 0.16 0.00
H -4.9907 3.0201 1.7908 -0.16 -0.19 0.13 0.00
H -4.1362 3.8046 2.9683 -0.03 -0.02 0.01 0.00
H -5.4321 0.5076 1.5183 0.06 -0.09 0.07 0.00
H -4.5741 -0.9900 1.9120 0.06 0.00 0.07 0.00
H -5.9444 0.9294 3.8999 0.26 -0.18 0.13 0.00
H -5.6640 -2.1921 3.7444 -0.06 0.04 0.06 0.00
H -6.5948 -1.2093 5.0345 0.01 -0.12 -0.12 0.00
C 2.8164 -0.5956 -6.5474 0.00 -0.06 0.07 0.02
C 1.6241 -0.3714 -5.5900 0.13 -0.17 -0.18 -0.01
C 1.3262 1.1196 -5.3841 -0.04 0.14 0.01 0.04
C 2.3563 1.8475 -4.5256 0.00 -0.07 -0.01 -0.02
C 2.5407 1.1368 -3.1873 -0.01 0.16 0.02 0.03
C 2.9063 -0.3408 -3.3451 0.25 -0.18 -0.03 0.00
N 1.8793 -0.9760 -4.2393 -0.17 0.51 0.12 0.45
O 0.8170 -1.3241 -3.6192 -0.03 -0.23 0.01 0.51
C 4.3354 -0.4772 -3.8839 -0.08 -0.07 -0.06 0.03
C 2.8502 -1.0601 -2.0039 0.01 0.01 0.09 -0.02
C 0.3960 -1.0503 -6.1846 -0.05 0.00 -0.03 -0.01
H 3.3242 0.3346 -6.8035 0.03 0.00 0.05 0.00
H 3.5514 -1.2781 -6.1327 -0.03 -0.05 -0.01 -0.01
H 2.4665 -1.0443 -7.4759 -0.04 0.07 -0.02 0.00
H 0.3449 1.2090 -4.9070 0.01 -0.06 0.01 0.00
H 1.2452 1.5852 -6.3690 -0.01 0.03 0.00 0.00
H 3.3104 1.9293 -5.0523 0.01 -0.03 0.00 0.00
H 2.0181 2.8706 -4.3500 0.03 0.01 -0.02 0.00
H 3.3241 1.6200 -2.5965 -0.02 0.03 0.01 0.00
H 1.6118 1.2074 -2.6136 -0.04 -0.05 0.01 0.00
H 4.5633 -1.5174 -4.1186 0.01 0.00 0.02 -0.01
H 5.0276 -0.1480 -3.1084 -0.02 0.00 0.02 0.00
H 4.5286 0.1256 -4.7666 -0.01 0.00 -0.01 0.00
H 1.8862 -0.9359 -1.5166 0.00 0.01 -0.03 0.01
H 3.6279 -0.6557 -1.3556 0.03 0.00 -0.02 0.00
H 3.0295 -2.1275 -2.1368 0.00 0.00 0.01 -0.01
H 0.5466 -2.1277 -6.2587 0.02 0.00 -0.01 0.00
H 0.2421 -0.6514 -7.1882 0.00 -0.01 -0.01 0.00
H -0.4977 -0.8689 -5.5940 0.02 -0.01 0.02 0.00
```
Forces are in eV/Å.


Record 2
Molecular formula: C42H50BCl3F24IN4O10
Method: DFT, wB97M-V/def2-TZVPD

Charge: +1
Kohn-Sham gap (Eh): 0.258
2S+1: 1

Geometry as XYZ:
```
135
Properties=species:S:1:pos:R:3:forces:R:3:lowdin_charge:R:1
C 3.0631 5.8185 -2.5591 -0.63 -0.63 -0.29 0.16
C 3.6351 4.7443 -2.5849 -1.17 -1.40 -0.54 -0.23
C 4.1370 3.2449 -2.7553 1.11 3.94 0.81 -0.49
I 5.5807 3.6560 -4.3965 -0.40 -0.32 0.29 1.28
C 4.9887 2.9672 -1.4338 1.78 1.06 1.62 -0.23
C 5.2285 4.2772 -0.4566 0.39 0.70 0.30 -0.02
C 4.1069 4.5117 0.6247 -0.94 -0.38 1.92 -0.42
O 4.2551 4.1020 1.7660 0.65 0.54 -2.12 0.09
O 2.9093 5.2397 0.4344 1.15 -0.76 -0.78 0.02
B 6.6021 2.7087 -1.7666 2.38 -0.44 -0.53 -0.67
O 7.2058 1.4421 -2.0024 -1.71 0.54 -0.55 0.09
O 7.5826 3.7732 -1.7619 -1.60 -1.09 1.09 0.04
N 4.4748 2.0367 -0.4180 -2.52 1.39 -1.09 -0.17
O 5.5154 1.6069 0.3354 1.36 -1.22 0.50 0.01
C 3.4017 1.0736 -0.7122 1.36 -0.92 0.45 -0.33
C 4.1324 -0.2747 -1.1056 0.15 0.28 -0.56 -0.01
C 4.6231 -1.3108 -0.0399 0.65 -2.89 -0.35 -0.36
O 4.7575 -2.4655 -0.4526 -0.62 2.20 0.06 0.09
N 4.9855 -1.0791 1.3594 -0.21 -0.91 0.05 -0.17
C 4.5614 -2.2865 2.1509 -0.97 -0.73 0.53 -0.09
C 6.4623 -0.9859 1.5698 0.60 1.89 0.38 -0.08
C 2.6192 0.8556 0.6746 0.46 0.61 1.35 -0.49
Cl 1.5900 2.3360 1.1923 0.51 -0.42 -0.83 0.66
C 1.7756 -0.3949 1.0690 -1.18 -1.37 1.32 -0.25
C 1.4064 -1.6134 0.1389 -0.23 -1.08 -0.02 -0.12
C 2.4823 1.7969 -1.8061 -0.71 0.18 3.20 -0.46
Cl 0.8898 0.9546 -1.8171 1.25 0.41 -0.66 0.89
N 3.0167 2.2634 -3.1439 -0.95 1.25 -0.37 -0.17
C 1.8871 3.1359 -3.7386 -3.07 1.66 -1.37 -0.17
C 0.6407 2.5051 -4.4925 -1.81 -1.70 -0.87 -0.14
C -0.7691 3.0504 -3.9373 0.86 1.60 -0.75 -0.38
O -0.9407 4.2582 -4.0677 0.42 -1.97 0.52 0.09
N -1.7659 2.1875 -3.2877 0.11 2.09 0.16 0.04
C -2.5228 3.1016 -2.3780 -1.07 0.74 1.26 -0.23
C -1.8900 3.3266 -1.0357 -2.88 1.56 -0.85 -0.02
C -2.5693 4.2667 -0.0994 -0.64 -1.03 -3.40 -0.06
C -3.8319 4.9197 -0.5712 0.70 -0.76 -0.61 -0.08
C -4.4605 4.6867 -1.8949 2.71 -1.79 -0.07 -0.05
C -3.7785 3.7382 -2.8519 1.49 0.62 3.43 0.00
C 3.2842 1.2147 -4.1705 0.35 -3.77 -2.19 -0.52
Cl 3.1612 1.6991 -5.9661 -0.72 0.61 1.46 0.69
C 4.5953 0.3178 -4.1798 1.26 -0.91 0.06 -0.27
C 5.2765 -0.0448 -5.5838 1.16 -0.87 1.01 -0.17
H 2.3261 6.6669 -2.6078 1.61 -1.11 0.25 0.11
H 6.1198 4.0493 0.2254 -1.39 -0.13 -1.03 0.14
H 5.6129 5.1883 -0.9893 -0.94 -0.75 0.32 0.14
H 2.2844 4.7557 -0.1389 0.53 0.32 0.17 0.06
H 7.5983 1.4108 -2.8973 0.23 0.13 0.84 0.11
H 8.1500 3.6201 -0.9720 -0.11 0.15 -0.96 0.13
H 5.4105 1.8279 1.2859 -0.54 0.37 -0.66 0.14
H 3.4974 -0.8284 -1.8508 0.79 0.20 0.99 0.11
H 5.1099 0.0207 -1.6192 -1.31 -0.36 0.60 0.13
H 5.2069 -3.1928 1.9677 -0.57 0.99 0.01 0.10
H 4.5744 -2.0859 3.2660 0.16 0.16 -1.34 0.11
H 3.5011 -2.5865 1.8918 1.25 0.42 0.26 0.07
H 6.9631 -1.9504 1.8648 -0.65 0.79 -0.72 0.10
H 6.9415 -0.4916 0.6773 -0.32 -0.75 0.91 0.09
H 6.6177 -0.2654 2.4431 -0.07 -0.97 -1.02 0.10
H 3.4261 0.9369 1.4776 -0.91 -0.26 -1.48 0.10
H 2.2497 -0.8837 1.9892 -0.29 1.04 -1.26 0.11
H 0.7737 -0.0554 1.4997 1.47 -0.08 -0.78 0.08
H 1.7251 -1.5800 -0.9340 -0.11 0.20 1.20 0.04
H 0.2840 -1.7810 0.1187 1.59 0.47 0.29 0.07
H 1.8209 -2.5919 0.5564 -0.33 1.36 -0.52 0.09
H 2.2624 2.7923 -1.2826 0.25 -1.35 -0.77 0.10
H 2.2890 3.8461 -4.5299 0.13 -0.95 1.62 0.13
H 1.3165 3.7004 -2.9316 1.76 -0.51 -0.68 0.14
H 0.6079 2.8046 -5.5929 0.37 -0.17 1.57 0.12
H 0.5392 1.3876 -4.5121 0.53 1.04 0.16 0.07
H -2.4092 1.8002 -3.9920 0.48 0.06 0.23 0.13
H -0.9294 2.8059 -0.7704 -1.21 0.58 -0.30 0.05
H -2.0749 4.4554 0.8912 -0.93 -0.02 -1.12 0.10
H -4.3144 5.6496 0.1432 0.52 -0.97 -1.02 0.10
H -5.3950 5.1996 -2.2636 1.23 -0.55 0.86 0.10
H -4.1419 3.5114 -3.8886 0.28 0.39 1.25 0.11
H 2.4481 0.4419 -4.0705 0.83 1.57 0.08 0.13
H 5.4323 0.7454 -3.5710 -0.96 -0.23 -0.30 0.06
H 4.3837 -0.7175 -3.7519 -0.07 1.62 -0.27 0.12
H 6.1247 -0.7536 -5.2749 -1.10 0.88 -0.33 0.10
H 5.8137 0.8106 -6.0777 -1.02 -0.79 0.31 0.05
H 4.6378 -0.6732 -6.2622 0.49 1.07 0.58 0.08
C -2.7651 -4.0110 -2.0994 0.08 -0.39 0.80 -0.04
C -3.9562 -4.0512 -3.0756 -0.17 0.62 0.56 -0.44
C -3.6114 -4.3496 -4.5340 -0.36 -0.38 -0.78 -0.30
F -2.8069 -3.4083 -5.0718 -0.06 0.00 0.12 0.09
F -4.7378 -4.3673 -5.2875 -0.04 -0.02 0.33 0.10
F -4.6546 -2.8954 -2.9698 0.16 -0.05 -0.24 0.13
F -4.7919 -5.0357 -2.6413 0.33 -0.18 -0.27 0.11
O -2.2561 -2.7159 -1.7653 0.25 0.48 -1.28 0.04
C -1.3001 -2.1586 -2.6228 -0.33 -1.74 0.93 -0.50
C -1.7774 -0.8607 -3.2683 -0.53 0.47 0.02 -0.30
F -2.8848 -1.0553 -4.0131 0.19 -0.04 0.18 0.11
F -0.8241 -0.3653 -4.1023 0.25 -0.35 0.04 0.05
F -0.9078 -3.0764 -3.5259 0.31 0.55 -0.14 0.14
F -0.2113 -1.9030 -1.8496 -0.63 0.34 -0.96 0.06
H -3.1404 -4.3998 -1.1499 -0.14 0.19 -0.11 0.15
H -1.9687 -4.7019 -2.3837 -0.10 0.17 -0.25 0.15
H -3.1271 -5.3251 -4.6349 0.03 0.01 0.17 0.18
H -2.0063 -0.1077 -2.5106 0.15 -0.11 0.10 0.15
C -3.2541 1.1403 4.3704 -0.47 0.68 -0.30 -0.04
C -3.1497 0.4728 5.7553 -0.67 -0.22 -0.39 -0.44
C -1.7424 0.0745 6.1977 0.52 -0.16 0.75 -0.30
F -1.1878 -0.8402 5.3754 -0.12 0.07 0.02 0.09
F -1.7810 -0.4904 7.4295 -0.27 0.17 -0.09 0.10
F -3.9908 -0.5898 5.8001 0.25 -0.07 0.02 0.12
F -3.6280 1.3683 6.6645 0.43 0.07 -0.07 0.11
O -3.6466 0.2987 3.2842 1.02 -0.91 0.24 0.04
C -2.6381 -0.4195 2.6273 -0.52 1.69 0.26 -0.51
C -2.8302 -1.9320 2.7458 -0.26 -0.80 -0.02 -0.27
F -2.8067 -2.3308 4.0364 -0.04 0.23 -0.11 0.09
F -1.8324 -2.5953 2.1108 0.06 0.37 -0.12 0.09
F -1.4275 -0.0130 3.0576 0.14 -0.42 -0.34 0.12
F -2.7128 -0.0578 1.3241 0.02 -0.50 -0.02 0.14
H -4.0657 1.8676 4.4471 -0.05 -0.25 0.09 0.15
H -2.3722 1.7369 4.1271 0.10 -0.29 0.13 0.14
H -1.0826 0.9454 6.2504 -0.12 0.09 -0.09 0.18
H -3.7841 -2.2408 2.3117 -0.01 0.21 -0.07 0.18
C -6.8372 -3.5798 6.4877 -0.34 0.58 0.57 -0.04
C -5.8048 -4.7181 6.6008 -0.83 -0.31 0.25 -0.43
C -4.7823 -4.8022 5.4692 0.83 -0.20 -0.17 -0.30
F -5.3607 -5.0328 4.2718 0.00 0.01 0.10 0.09
F -3.9244 -5.8321 5.6834 -0.14 0.06 0.26 0.10
F -6.4571 -5.8947 6.7520 0.18 0.06 -0.22 0.13
F -5.1177 -4.5177 7.7621 0.24 0.24 -0.31 0.11
O -8.1217 -3.9292 5.9689 0.58 -0.53 -1.12 0.04
C -8.2769 -3.9214 4.5747 0.26 1.12 1.24 -0.51
C -8.6280 -5.3040 4.0201 -0.22 -0.74 -0.20 -0.28
F -7.6594 -6.2044 4.2931 -0.08 0.26 0.11 0.10
F -8.7563 -5.2596 2.6718 0.01 0.36 0.11 0.10
F -7.1835 -3.3891 3.9926 -0.29 -0.17 -0.40 0.13
F -9.2927 -3.0660 4.3168 -0.09 -0.43 -0.20 0.15
H -7.0445 -3.2595 7.5115 0.00 -0.26 -0.04 0.15
H -6.4277 -2.6925 5.9994 0.10 -0.26 -0.16 0.14
H -4.1900 -3.8854 5.4013 -0.12 0.07 0.12 0.16
H -9.5636 -5.6702 4.4487 -0.01 0.21 0.08 0.18
```
Forces are in eV/Å.


Record 3
Molecular formula: C19H21F2O
Method: DFT, wB97M-V/def2-TZVPD

Charge: +1
ΔE to the lowest compared entry with this formula, charge and spin (kJ/mol): 0.5
Kohn-Sham gap (Eh): 0.203
2S+1: 1

Geometry as XYZ:
```
43
Properties=species:S:1:pos:R:3:forces:R:3:nbo_charge:R:1
C -2.8919 -0.3600 3.1197 -0.16 0.11 0.15 -0.63
C -1.6454 -1.0572 2.6334 -0.06 0.15 0.14 -0.07
O -0.5374 -0.3987 3.2975 -0.20 -0.59 -0.55 -0.51
C 0.6916 -0.8591 2.9983 0.80 0.77 0.50 0.18
C 1.7632 -0.1888 3.4925 -1.01 -0.88 -0.67 -0.58
H -3.7825 -0.7177 2.6027 0.09 -0.04 -0.07 0.22
H -3.0438 -0.5254 4.1887 0.09 0.00 -0.08 0.22
H -2.8018 0.7154 2.9571 -0.05 -0.06 -0.04 0.22
H -1.6700 -2.1243 2.8982 0.19 0.22 -0.07 0.18
H -1.5402 -0.9533 1.5433 0.09 -0.04 0.24 0.17
H 0.7479 -1.7602 2.3607 0.05 0.47 0.45 0.18
H 2.7517 -0.5999 3.3420 -0.05 -0.01 0.04 0.19
H 1.5915 0.7044 4.0881 0.17 -0.20 -0.01 0.22
C 2.9500 4.6600 -2.1318 -0.50 0.06 -0.43 -0.66
C 3.3471 3.8622 -0.9522 -0.19 -0.44 0.20 0.04
C 4.5413 4.1716 -0.3122 1.17 0.62 0.43 0.44
F 5.2920 5.2014 -0.8194 -0.72 -0.94 0.44 -0.32
C 5.0059 3.5287 0.8089 -0.27 -0.10 -0.16 -0.19
C 4.2483 2.4559 1.3652 -0.43 0.44 -0.69 -0.19
C 4.6053 1.6896 2.4962 0.44 0.28 -0.28 0.21
C 5.8001 1.7033 3.2518 0.74 -0.18 0.57 -0.20
C 6.9065 2.5836 3.0578 -0.07 -0.17 0.23 -0.18
C 7.9826 2.5137 3.9078 0.25 1.04 -0.77 0.44
F 9.0031 3.4135 3.7316 -0.92 -0.89 0.13 -0.32
C 8.1008 1.5962 4.9456 -0.39 -0.30 -0.10 0.04
C 9.3138 1.6289 5.7905 0.26 -0.31 0.53 -0.66
C 7.0466 0.6793 5.1097 0.14 0.07 0.06 -0.22
C 5.9328 0.7392 4.2990 -0.51 0.13 -0.42 -0.07
C 3.0245 2.1273 0.7029 0.25 -0.26 0.48 -0.07
C 2.5913 2.8008 -0.4214 0.10 0.14 -0.04 -0.23
H 1.9921 4.2990 -2.5123 0.14 0.13 -0.06 0.23
H 2.8451 5.7186 -1.8605 0.09 -0.20 -0.08 0.26
H 3.7035 4.5948 -2.9282 -0.14 0.04 0.22 0.26
H 5.9293 3.8580 1.2549 -0.39 0.25 -0.45 0.22
H 3.8564 0.9686 2.8161 0.10 0.07 -0.09 0.22
H 6.9194 3.3113 2.2627 0.40 -0.19 0.48 0.22
H 9.2574 0.8376 6.5412 0.14 0.13 -0.06 0.23
H 10.2221 1.4909 5.1889 -0.23 0.09 0.11 0.26
H 9.3996 2.5952 6.3037 0.02 -0.16 -0.16 0.26
H 7.1077 -0.0798 5.8925 0.02 0.29 -0.24 0.25
H 5.1105 0.0329 4.4212 0.25 0.13 0.16 0.23
H 2.4485 1.3014 1.1215 -0.03 0.21 -0.15 0.24
H 1.6511 2.5123 -0.8954 0.32 0.15 0.11 0.24
```
Forces are in eV/Å.